Computed, not measured: a structure of composition C34H31N5OPbS2SbSe4Te, with ωB97M-V with the def2-TZVPD basis set.

The calculation puts the frontier orbital gap at 5.7937 eV. As for the charge: -1. The calculation puts the energy above the lowest of the compared OMol25 structures with the same formula, charge and spin at 48.3 kcal/mol. As for the strongest force on any atom: 0.52 eV/Å.

Geometry as XYZ:
```
80
Properties=species:S:1:pos:R:3:lowdin_charge:R:1
Pb 2.495 -1.482 1.870 0.763
C 1.844 1.439 3.661 -0.046
C 0.612 0.663 3.294 -0.370
N 0.133 0.836 2.119 0.066
N -1.110 0.267 1.857 -0.050
C -1.172 -0.944 1.462 -1.068
S 0.012 -2.194 1.192 0.431
S -2.784 -1.615 1.111 0.885
C -3.870 -0.168 1.228 -0.441
C -4.357 0.183 2.606 -0.283
C -3.827 1.262 3.303 -0.071
C -4.292 1.582 4.571 -0.102
C -5.290 0.822 5.163 -0.105
C -5.825 -0.260 4.475 -0.091
C -5.363 -0.571 3.206 -0.053
C 0.060 -0.270 4.310 -0.143
C -1.152 -0.028 4.943 -0.043
C -1.640 -0.895 5.906 -0.105
C -0.894 -2.024 6.229 -0.104
C 0.310 -2.286 5.604 -0.017
C 0.822 -1.418 4.623 -0.392
O 1.976 -1.686 4.038 -0.371
H 2.179 2.034 2.816 0.062
H 1.608 2.095 4.504 0.087
H 2.638 0.770 3.994 0.063
H -3.359 0.677 0.768 0.057
H -4.724 -0.435 0.601 0.074
H -3.023 1.830 2.849 0.103
H -3.863 2.421 5.105 0.103
H -5.644 1.066 6.157 0.096
H -6.601 -0.863 4.929 0.097
H -5.777 -1.421 2.675 0.111
H -1.726 0.844 4.663 0.084
H -2.593 -0.705 6.383 0.087
H -1.266 -2.718 6.976 0.093
H 0.884 -3.173 5.841 0.110
Se 5.199 -6.186 -0.820 -0.255
Sb 4.921 -4.113 0.259 0.144
Se 2.755 -4.252 1.451 -0.189
Se 3.014 -2.074 -1.624 -0.193
Se 5.168 -1.656 -2.472 -0.146
N -0.073 1.932 -1.147 0.135
C -0.672 0.732 -1.525 -0.323
C -2.066 0.753 -1.722 -0.033
C -2.701 -0.418 -2.051 -0.098
C -1.953 -1.588 -2.182 -0.093
C -0.595 -1.499 -1.983 -0.216
N 0.048 -0.364 -1.682 0.057
C 1.235 2.218 -0.780 -0.315
C 1.469 3.430 -0.108 -0.026
C 2.756 3.739 0.256 -0.085
C 3.787 2.846 -0.033 -0.072
C 3.459 1.692 -0.710 -0.165
N 2.214 1.387 -1.097 0.042
H -0.734 2.613 -0.813 0.128
H -2.622 1.676 -1.602 0.111
H -3.774 -0.430 -2.198 0.110
H -2.415 -2.540 -2.400 0.107
H 0.034 -2.382 -2.054 0.086
H 0.646 4.090 0.134 0.108
H 2.961 4.662 0.785 0.105
H 4.809 3.043 0.259 0.101
H 4.219 0.963 -0.982 0.067
C 2.580 -1.717 -5.129 -0.370
Te 2.527 -0.365 -3.468 1.310
C 0.760 0.230 -4.662 -0.322
C 1.407 0.248 -6.007 -0.320
C 1.203 1.243 -6.955 -0.043
C 1.887 1.210 -8.163 -0.093
C 2.797 0.194 -8.419 -0.090
C 3.032 -0.790 -7.466 -0.036
C 2.341 -0.772 -6.264 -0.310
H 1.739 -2.395 -4.973 0.075
H 3.518 -2.263 -5.141 0.049
H 0.354 1.186 -4.341 0.062
H 0.017 -0.560 -4.547 0.063
H 0.504 2.045 -6.748 0.110
H 1.720 1.985 -8.900 0.097
H 3.339 0.177 -9.356 0.098
H 3.763 -1.567 -7.654 0.115
```

---

Computed, not measured: a structure of composition C34H32BF9IMoN4O5PTe2 in a non-equilibrium geometry, with ωB97M-V with the def2-TZVPD basis set.

The calculation puts the frontier orbital gap (alpha / beta) at 6.2423 / 6.0751 eV. As for the charge: -2. The calculation puts the energy above the lowest of the compared OMol25 structures with the same formula, charge and spin at 23.4 kcal/mol. The expectation value of S² is 2.009. As for the multiplicity: 3. As for the strongest force on any atom: 1.14 eV/Å.

Geometry as XYZ:
```
90
Properties=species:S:1:pos:R:3:mulliken_spin:R:1
Mo 1.282 0.588 -0.677 0.897
C 4.504 2.885 1.555 0.021
C 3.136 3.067 2.124 0.069
N 2.987 3.528 3.346 -0.008
C 1.750 3.742 3.839 0.015
C 0.595 3.511 3.135 -0.015
C -0.733 3.915 3.712 0.001
O -1.206 5.159 3.189 0.000
C 0.727 2.957 1.840 -0.035
C -0.454 2.720 0.999 -0.028
N -0.417 2.222 -0.183 -0.002
C -1.594 2.181 -0.990 0.023
C -2.862 2.022 -0.449 -0.003
C -3.969 1.926 -1.274 -0.001
C -3.807 1.968 -2.651 0.003
C -2.547 2.156 -3.198 -0.003
C -1.442 2.296 -2.369 -0.020
I 0.379 2.827 -3.216 -0.001
C 2.003 2.714 1.332 0.021
O 2.173 2.177 0.160 -0.067
H 5.214 3.411 2.191 0.003
H 4.563 3.273 0.536 0.001
H 4.765 1.825 1.502 -0.007
H 1.699 4.138 4.847 0.001
H -0.630 4.076 4.786 0.000
H -1.484 3.132 3.566 0.000
H -1.039 5.171 2.241 0.000
H -1.410 3.072 1.398 0.001
H -2.982 1.931 0.624 0.001
H -4.951 1.788 -0.840 0.000
H -4.660 1.844 -3.305 0.000
H -2.413 2.193 -4.269 0.000
Te 2.798 -0.853 1.069 0.954
N 4.330 -1.494 -2.436 0.008
C 4.756 -2.903 -2.536 0.004
C 4.065 -3.758 -1.434 0.007
O 4.425 -4.937 -1.403 0.006
O 3.221 -3.152 -0.735 -0.021
H 4.650 -0.849 -3.169 0.001
H 4.556 -1.055 -1.537 -0.002
H 3.300 -1.455 -2.456 0.002
H 5.839 -2.975 -2.450 0.001
H 4.445 -3.273 -3.512 0.000
F 0.092 -1.743 -5.348 0.000
B -0.797 -1.462 -4.318 0.001
F -0.262 -0.502 -3.442 0.007
F -1.097 -2.631 -3.603 0.001
F -2.004 -0.933 -4.853 0.000
F 3.648 4.283 -1.593 0.000
Te 3.929 2.490 -2.421 0.008
F 4.660 1.200 -3.737 0.000
F 3.639 3.480 -4.074 0.000
F 5.680 3.177 -2.442 0.000
F 4.891 1.179 -1.207 -0.002
O 2.203 0.207 -2.035 -0.042
N -0.202 -0.536 -0.350 0.141
P -1.210 -1.382 0.459 -0.054
C -0.529 -2.945 1.050 0.026
C 0.347 -3.594 0.185 0.035
C 0.906 -4.809 0.552 0.016
C 0.564 -5.387 1.764 -0.001
C -0.326 -4.752 2.623 0.006
C -0.869 -3.527 2.270 -0.018
C -2.645 -1.833 -0.534 0.001
C -3.643 -2.677 -0.040 0.004
C -4.701 -3.038 -0.850 0.001
C -4.758 -2.571 -2.163 0.000
C -3.762 -1.752 -2.658 -0.001
C -2.701 -1.375 -1.841 0.036
C -1.844 -0.549 1.948 0.017
C -0.917 -0.240 2.947 0.025
C -1.326 0.409 4.101 0.000
C -2.660 0.765 4.266 -0.001
C -3.580 0.486 3.266 0.000
C -3.172 -0.170 2.110 -0.004
H 0.623 -3.134 -0.756 0.017
H 1.637 -5.269 -0.099 0.000
H 1.006 -6.332 2.051 0.000
H -0.584 -5.204 3.572 0.000
H -1.540 -3.018 2.952 0.001
H -3.581 -3.060 0.973 0.001
H -5.470 -3.702 -0.474 0.000
H -5.578 -2.873 -2.805 0.000
H -3.770 -1.414 -3.685 0.000
H -1.896 -0.764 -2.227 -0.022
H 0.126 -0.509 2.810 -0.026
H -0.599 0.643 4.868 0.000
H -2.979 1.269 5.170 0.000
H -4.616 0.776 3.384 0.000
H -3.893 -0.392 1.333 0.000
```

---

Computed, not measured: a structure of composition C34H32N6OPS2Y in a non-equilibrium geometry, with ωB97M-V with the def2-TZVPD basis set.

The calculation puts the frontier orbital gap at 7.1223 eV. As for the charge: 0. The calculation puts the energy above the lowest of the compared OMol25 structures with the same formula, charge and spin at 34.5 kcal/mol. As for the strongest force on any atom: 2.31 eV/Å.

Geometry as XYZ:
```
77
Properties=species:S:1:pos:R:3:lowdin_charge:R:1
Y -0.820 0.052 0.822 1.078
C -3.109 -5.006 4.069 -0.092
C -2.537 -5.054 2.652 -0.298
N -3.119 -4.065 1.782 -0.035
C -2.685 -2.793 1.624 -0.818
S -1.247 -2.309 2.401 0.619
N -3.484 -2.056 0.868 -0.040
N -3.115 -0.821 0.504 -0.051
C -4.009 -0.115 -0.138 -0.268
C -5.388 -0.641 -0.425 -0.035
C -3.640 1.202 -0.619 -0.210
C -4.573 2.040 -1.257 -0.007
C -4.176 3.270 -1.731 -0.058
C -2.852 3.655 -1.575 -0.051
C -1.994 2.784 -0.926 -0.123
N -2.362 1.603 -0.451 0.043
H -2.651 -5.784 4.674 0.067
H -4.187 -5.156 4.057 0.068
H -2.886 -4.043 4.517 0.060
H -2.718 -6.038 2.207 0.111
H -1.461 -4.867 2.686 0.068
H -4.041 -4.249 1.414 0.135
H -5.464 -1.657 -0.047 0.057
H -5.568 -0.648 -1.498 0.085
H -6.148 -0.030 0.056 0.084
H -5.596 1.724 -1.378 0.103
H -4.884 3.920 -2.227 0.109
H -2.497 4.602 -1.943 0.101
H -0.955 3.043 -0.767 0.096
O 0.217 2.203 0.991 -0.275
N 0.379 2.904 2.087 -0.198
C 1.268 3.911 2.066 -0.024
C 1.497 4.706 3.160 -0.066
C 0.777 4.456 4.330 -0.076
C -0.128 3.426 4.348 -0.099
C -0.345 2.624 3.216 -0.684
S -1.481 1.363 3.223 0.609
H 1.778 4.040 1.122 0.114
H 2.217 5.504 3.103 0.101
H 0.933 5.070 5.203 0.105
H -0.703 3.187 5.229 0.101
C 4.322 -2.914 -4.507 -0.078
C 4.610 -1.614 -4.120 -0.074
C 3.767 -0.938 -3.260 -0.074
C 2.633 -1.578 -2.766 -0.315
C 2.327 -2.871 -3.182 -0.087
C 3.171 -3.536 -4.051 -0.079
P 1.497 -0.803 -1.557 1.054
C 1.792 0.973 -1.788 -0.328
C 2.599 1.696 -0.918 -0.074
C 2.863 3.028 -1.179 -0.088
C 2.316 3.643 -2.294 -0.076
C 1.513 2.924 -3.164 -0.077
C 1.248 1.590 -2.912 -0.083
C 2.130 -1.169 0.095 -0.381
C 3.376 -1.772 0.246 -0.094
C 3.931 -1.838 1.507 -0.094
C 3.229 -1.324 2.588 -0.088
C 1.964 -0.781 2.418 -0.138
C 1.357 -0.662 1.155 -0.303
H 4.997 -3.445 -5.161 0.104
H 5.505 -1.131 -4.482 0.106
H 3.989 0.073 -2.950 0.107
H 1.428 -3.347 -2.810 0.110
H 2.940 -4.541 -4.371 0.105
H 3.023 1.215 -0.050 0.113
H 3.499 3.595 -0.514 0.105
H 2.525 4.686 -2.481 0.104
H 1.093 3.401 -4.039 0.105
H 0.623 1.020 -3.587 0.109
H 3.900 -2.170 -0.616 0.096
H 4.909 -2.277 1.644 0.098
H 3.676 -1.354 3.573 0.100
H 1.434 -0.431 3.302 0.087
N -1.163 -1.075 -2.404 0.008
C -0.385 -0.788 -1.482 -0.426
H -0.880 -1.442 -3.313 0.039
```

---

- Which formula does entry 3 have?
  C34H32N6OPS2Y